1.
The following is a quantum chemistry calculation of a molecular structure, C25H51AlN2O6P at a distorted geometry, from the OMol25 dataset.

Last column: Löwdin charge in e.
Positions of all 86 atoms, in Å:
1 C -5.44 1.82 9.21  -0.1156
2 C -5.01 0.48 8.47  -0.2614
3 C -6.14 -0.11 7.55  -0.2361
4 C -5.89 -1.60 7.12  -0.2033
5 C -4.64 -1.67 6.13  -0.2020
6 C -5.14 -1.17 4.73  -0.2036
7 C -4.02 -0.63 3.76  -0.2002
8 C -2.88 0.21 4.44  -0.2056
9 C -1.65 -0.62 4.96  -0.2124
10 C -1.11 -1.68 3.92  -0.2275
11 C 0.42 -1.97 4.07  -0.2073
12 C 1.31 -0.74 3.60  -0.2107
13 C 2.39 -1.16 2.53  -0.2051
14 C 2.79 0.10 1.67  -0.2264
15 C 4.14 -0.10 0.88  -0.2169
16 C 3.93 -0.83 -0.52  -0.2098
17 C 4.27 0.15 -1.71  -0.2337
18 C 3.97 -0.46 -3.11  -0.2089
19 C 4.21 0.63 -4.22  -0.2009
20 C 4.33 -0.04 -5.66  -0.1235
21 C 2.98 -0.02 -6.45  -0.3566
22 O 1.77 0.19 -5.71  -0.1686
23 Al 0.54 0.16 -7.08  0.1703
24 N -0.57 1.69 -6.69  0.1278
25 C -1.11 1.48 -5.64  -0.5177
26 O -1.63 1.14 -4.65  0.0969
27 P -0.87 -1.74 -7.18  0.5015
28 O -0.97 -2.28 -5.78  -0.3805
29 O -2.37 -1.23 -7.70  -0.2300
30 O -0.24 -2.89 -8.25  -0.2355
31 O 1.72 0.39 -8.46  -0.2167
32 C 2.88 0.92 -7.73  -0.3073
33 C 2.50 2.43 -7.51  -0.1330
34 C 3.74 3.39 -7.81  -0.2754
35 N 3.39 4.40 -8.84  -0.0466
36 H -4.65 2.58 9.05  0.0653
37 H -6.40 2.21 8.79  0.0656
38 H -5.56 1.60 10.30  0.0671
39 H -4.67 -0.30 9.19  0.1052
40 H -4.13 0.76 7.83  0.0889
41 H -7.10 -0.02 8.11  0.1076
42 H -6.23 0.59 6.68  0.1062
43 H -6.78 -1.89 6.50  0.1047
44 H -5.75 -2.28 7.99  0.1061
45 H -3.86 -1.04 6.60  0.0681
46 H -4.27 -2.72 6.12  0.1117
47 H -5.59 -2.06 4.22  0.1124
48 H -5.98 -0.44 4.83  0.0997
49 H -3.65 -1.47 3.13  0.0983
50 H -4.53 0.07 3.05  0.1081
51 H -2.53 1.03 3.77  0.1111
52 H -3.33 0.73 5.33  0.1001
53 H -1.83 -1.12 5.94  0.0962
54 H -0.81 0.11 5.13  0.1053
55 H -1.32 -1.23 2.91  0.1146
56 H -1.72 -2.62 3.96  0.1080
57 H 0.60 -2.24 5.14  0.1065
58 H 0.67 -2.81 3.38  0.1001
59 H 1.87 -0.35 4.48  0.1087
60 H 0.60 0.02 3.18  0.1039
61 H 3.30 -1.46 3.13  0.1109
62 H 2.05 -1.98 1.86  0.1093
63 H 1.99 0.37 0.93  0.1154
64 H 2.93 0.99 2.33  0.1055
65 H 4.64 0.89 0.75  0.1015
66 H 4.82 -0.73 1.50  0.0948
67 H 2.87 -1.16 -0.61  0.1073
68 H 4.66 -1.68 -0.59  0.1051
69 H 3.68 1.09 -1.51  0.1192
70 H 5.36 0.40 -1.59  0.1124
71 H 2.90 -0.79 -3.19  0.1237
72 H 4.61 -1.34 -3.36  0.1068
73 H 5.17 1.17 -4.03  0.0999
74 H 3.40 1.39 -4.26  0.1092
75 H 5.15 0.48 -6.22  0.1042
76 H 4.66 -1.10 -5.51  0.0995
77 H 2.88 -1.08 -6.84  0.1282
78 H -2.95 -1.25 -6.91  0.0623
79 H 0.72 -2.83 -8.09  0.0418
80 H 3.71 0.84 -8.48  0.1419
81 H 1.74 2.68 -8.30  0.1076
82 H 2.03 2.65 -6.53  0.1067
83 H 4.62 2.81 -8.15  0.0961
84 H 3.97 3.96 -6.86  0.0989
85 H 2.42 4.71 -8.73  0.0552
86 H 3.99 5.21 -8.73  0.0491

- LUMO energy (eV) = 2.14
- HOMO (Ha) = -0.21459
- HOMO-LUMO gap (eV) = 7.98
- net charge = -1

2.
The following is a quantum chemistry calculation of 5 unconnected molecules or ions with the total composition C25H51Cl3NO12P, from the OMol25 dataset.

Last column: Löwdin charge in e.
Positions of all 93 atoms, in Å:
1 C -6.12 -1.96 4.48  -0.1226
2 C -5.25 -3.19 4.42  -0.7248
3 Cl -6.19 -4.55 3.75  0.6425
4 C -4.00 -3.03 3.57  -0.2336
5 O -3.43 -1.73 3.86  -0.1659
6 P -1.96 -1.39 3.40  0.3937
7 O -1.35 -0.41 4.30  -0.2082
8 O -1.16 -2.74 3.24  -0.1703
9 C 0.28 -2.62 3.51  -0.1761
10 C 1.04 -3.81 2.94  -0.1537
11 C 2.32 -4.03 3.76  -0.2862
12 N 3.52 -3.65 3.00  -0.0061
13 O -2.12 -0.85 1.89  -0.1973
14 C -2.59 0.48 1.83  -0.7716
15 Cl -1.91 1.23 0.36  0.6979
16 C -4.12 0.56 1.80  -0.7084
17 C -4.77 -0.01 0.55  -0.1124
18 Cl -4.52 2.31 1.98  0.6230
19 H -5.57 -1.10 4.84  0.0785
20 H -6.53 -1.73 3.49  0.0787
21 H -6.95 -2.13 5.16  0.0765
22 H -4.95 -3.47 5.43  0.1041
23 H -4.25 -3.12 2.52  0.0907
24 H -3.30 -3.81 3.82  0.1191
25 H 0.38 -2.58 4.58  0.1161
26 H 0.68 -1.71 3.08  0.1256
27 H 1.36 -3.53 1.94  0.1034
28 H 0.44 -4.71 2.91  0.1150
29 H 2.32 -3.39 4.64  0.1016
30 H 2.36 -5.05 4.13  0.1036
31 H 4.34 -3.87 3.55  0.0617
32 H 3.57 -4.17 2.13  0.0663
33 H -2.21 1.07 2.66  0.0840
34 H -4.51 0.10 2.69  0.0770
35 H -5.41 0.72 0.07  0.0645
36 H -4.03 -0.33 -0.18  0.0499
37 H -5.36 -0.89 0.79  0.0768
38 O 2.34 -2.41 -0.93  0.0859
39 C 2.23 -1.28 -1.31  -0.5294
40 O 3.09 -0.82 -2.24  0.0046
41 C 2.92 0.45 -2.88  -0.2304
42 C 3.50 1.59 -2.07  -0.0564
43 C 1.19 -0.34 -0.75  0.0046
44 H 1.88 0.62 -3.13  0.1009
45 H 3.46 0.35 -3.83  0.1238
46 H 2.99 1.70 -1.12  0.0628
47 H 3.42 2.52 -2.61  0.0607
48 H 4.56 1.40 -1.86  0.0872
49 H 1.56 0.15 0.15  0.0871
50 H 0.32 -0.94 -0.48  0.0551
51 H 0.87 0.41 -1.46  0.0706
52 O 1.81 3.04 -4.21  0.1004
53 C 2.18 3.42 -5.29  -0.5101
54 O 3.50 3.55 -5.49  0.0014
55 C 4.07 3.84 -6.77  -0.2343
56 C 4.09 5.32 -7.07  -0.0619
57 C 1.21 3.81 -6.37  0.0175
58 H 3.56 3.27 -7.55  0.1121
59 H 5.09 3.45 -6.71  0.1233
60 H 3.08 5.74 -7.12  0.0687
61 H 4.59 5.51 -8.02  0.0822
62 H 4.63 5.85 -6.28  0.0855
63 H 0.90 4.84 -6.21  0.0986
64 H 0.33 3.17 -6.29  0.0912
65 H 1.60 3.71 -7.38  0.0702
66 O -3.88 -3.25 0.27  0.0913
67 C -3.05 -3.21 -0.59  -0.5071
68 O -3.47 -3.18 -1.87  0.0057
69 C -2.58 -2.96 -2.97  -0.2321
70 C -1.92 -4.24 -3.44  -0.0604
71 C -1.57 -3.28 -0.29  0.0296
72 H -1.84 -2.19 -2.72  0.1115
73 H -3.21 -2.55 -3.76  0.1228
74 H -1.29 -4.68 -2.67  0.0699
75 H -1.30 -4.04 -4.32  0.0824
76 H -2.68 -4.97 -3.71  0.0833
77 H -1.28 -4.32 -0.17  0.1060
78 H -1.41 -2.75 0.64  0.0585
79 H -0.94 -2.82 -1.04  0.0616
80 O 2.94 6.25 0.32  0.1073
81 C 2.88 5.47 1.23  -0.5278
82 O 2.98 4.16 0.97  -0.0064
83 C 3.10 3.16 2.00  -0.2380
84 C 1.75 2.73 2.53  -0.0579
85 C 2.61 5.93 2.65  0.0114
86 H 3.76 3.51 2.79  0.1123
87 H 3.59 2.33 1.51  0.1161
88 H 1.22 3.56 3.02  0.0706
89 H 1.87 1.93 3.26  0.0847
90 H 1.11 2.38 1.72  0.0670
91 H 1.54 6.04 2.78  0.0959
92 H 3.08 6.90 2.79  0.0894
93 H 2.99 5.26 3.42  0.0677

- LUMO energy (eV) = 0.49
- HOMO (Ha) = -0.34612
- HOMO-LUMO gap (eV) = 9.91
- SMILES = C[C@H](Cl)[C@H](Cl)O[P@](=O)(OCCCN)OC[C@@H](C)Cl.CCOC(C)=O.CCOC(C)=O.CCOC(C)=O.CCOC(C)=O

3.
The following is a quantum chemistry calculation of 11 unconnected molecules or ions with the total composition C25H52O21 at a distorted geometry, from the OMol25 dataset.

Last column: Löwdin spin population.
Positions of all 98 atoms, in Å:
1 O 2.99 -0.98 2.69  -0.0001
2 H 2.92 -1.13 3.63  0.0000
3 H 3.80 -1.43 2.43  0.0000
4 C 0.52 -0.52 -4.49  0.0001
5 C 1.11 -1.82 -3.97  0.0000
6 C 0.24 -2.67 -3.03  0.0000
7 O -0.15 -3.69 -3.96  0.0000
8 C 0.40 -3.62 -5.14  0.0000
9 O 0.20 -4.41 -6.04  0.0001
10 O 1.17 -2.51 -5.14  0.0001
11 H -0.55 -0.69 -4.57  0.0000
12 H 0.92 -0.25 -5.46  0.0000
13 H 0.72 0.21 -3.71  0.0000
14 H 2.15 -1.69 -3.68  0.0000
15 H -0.60 -2.08 -2.65  0.0000
16 H 0.80 -3.09 -2.19  0.0000
17 C -3.75 2.32 -6.28  0.0000
18 C -3.33 1.19 -5.17  0.0000
19 C -4.46 0.55 -4.26  0.0000
20 O -4.26 -0.84 -4.41  0.0000
21 C -3.45 -1.11 -5.50  0.0000
22 O -3.31 -2.26 -5.95  0.0000
23 O -3.02 0.06 -5.99  0.0000
24 H -2.92 2.50 -6.96  0.0000
25 H -3.87 3.35 -5.95  0.0000
26 H -4.70 2.17 -6.80  0.0000
27 H -2.52 1.51 -4.51  0.0000
28 H -5.43 0.91 -4.59  0.0000
29 H -4.27 0.81 -3.22  0.0000
30 C -2.47 -5.09 -0.62  0.0000
31 C -2.65 -5.49 0.90  0.0000
32 C -1.28 -5.96 1.49  0.0000
33 O -1.01 -5.16 2.60  0.0000
34 C -2.06 -4.37 2.81  0.0000
35 O -2.26 -3.71 3.87  0.0000
36 O -2.93 -4.43 1.74  0.0000
37 H -1.44 -5.13 -0.97  0.0000
38 H -2.90 -4.11 -0.82  0.0000
39 H -2.89 -5.89 -1.24  0.0000
40 H -3.49 -6.17 1.06  0.0000
41 H -0.44 -5.90 0.80  0.0000
42 H -1.32 -6.97 1.90  0.0000
43 C 2.96 4.04 1.58  0.0000
44 C 4.01 4.48 2.56  0.0001
45 C 4.39 5.95 2.60  0.0000
46 O 4.70 6.09 4.01  0.0001
47 C 4.35 5.03 4.70  0.0000
48 O 4.49 4.95 5.88  0.0002
49 O 3.55 4.24 3.88  0.0007
50 H 3.27 4.24 0.55  0.0000
51 H 2.06 4.62 1.73  -0.0001
52 H 2.73 2.97 1.61  0.0000
53 H 4.95 3.95 2.44  0.0001
54 H 3.74 6.74 2.23  0.0000
55 H 5.27 6.02 1.96  0.0000
56 C -0.30 -1.57 2.23  0.0011
57 C -0.53 -0.35 1.34  0.0031
58 C 0.78 0.02 0.61  0.0000
59 O 0.32 0.45 -0.73  0.0002
60 C -1.01 0.23 -0.83  0.0002
61 O -1.66 0.56 -1.85  0.0015
62 O -1.48 -0.48 0.28  0.0016
63 H 0.07 -2.43 1.68  0.0004
64 H -1.28 -1.88 2.60  0.0000
65 H 0.42 -1.44 3.04  -0.0001
66 H -0.98 0.40 1.99  0.0018
67 H 1.41 -0.86 0.52  0.0000
68 H 1.48 0.74 1.03  0.0001
69 C 3.43 0.99 -3.11  0.0000
70 O 2.74 1.74 -4.04  0.0000
71 H 2.75 0.75 -2.29  0.0000
72 H 3.59 -0.02 -3.47  0.0000
73 H 4.37 1.33 -2.67  0.0000
74 H 2.23 2.49 -3.71  0.0000
75 C 3.35 -4.21 5.30  0.0000
76 O 3.00 -2.84 5.41  0.0000
77 H 2.47 -4.82 5.48  0.0000
78 H 3.72 -4.65 4.37  0.0000
79 H 4.08 -4.51 6.05  0.0000
80 H 2.09 -2.74 5.13  0.0000
81 C -4.21 1.97 0.77  0.0003
82 O -3.88 3.28 0.27  0.0004
83 H -3.65 1.45 1.55  0.0001
84 H -5.25 1.86 1.07  0.0000
85 H -4.31 1.35 -0.12  0.0000
86 H -4.54 3.42 -0.41  0.0000
87 C 1.09 2.14 4.44  0.0672
88 O 0.94 1.15 5.42  0.2375
89 H 0.66 3.05 4.86  0.0247
90 H 2.12 2.19 4.08  0.0001
91 H 0.36 1.93 3.66  0.0304
92 H 1.82 0.80 5.57  0.0014
93 C -0.91 3.54 1.83  0.0931
94 O -1.09 4.79 1.19  0.4492
95 H 0.08 3.33 2.23  0.0014
96 H -1.64 3.50 2.65  0.0353
97 H -1.30 2.83 1.10  0.0453
98 H -2.03 4.83 1.04  0.0026

- LUMO energy (spin up / spin down) (eV) = -2.82 / -10.35
- HOMO (spin up / spin down) (Ha) = -0.44074 / -0.44069
- HOMO-LUMO gap (spin up / spin down) (eV) = 9.17 / 1.64
- 2S+1 = 2
- net charge = +1

4.
The following is a quantum chemistry calculation of a molecular structure, C25H53Br12NO5PS3 at a distorted geometry, from the OMol25 dataset.

Last column: Löwdin charge in e.
Positions of all 100 atoms, in Å:
1 C 2.53 -1.42 -3.11  -0.0786
2 O 2.12 -2.16 -4.26  -0.1901
3 C 0.79 -2.64 -4.21  -0.2325
4 C -0.29 -1.54 -4.17  -0.1520
5 C -1.21 -1.52 -2.93  -0.2037
6 C -1.12 -0.25 -2.08  -0.2348
7 C -0.13 -0.28 -0.91  -0.2244
8 C -0.14 -1.58 -0.13  -0.2189
9 C 0.80 -1.55 1.09  -0.1826
10 C 1.71 -2.79 1.22  -0.2104
11 C 3.14 -2.43 1.67  -0.1996
12 C 4.20 -3.42 1.18  -0.2010
13 C 5.26 -2.82 0.24  -0.2157
14 C 5.88 -1.52 0.73  -0.2446
15 S 5.80 -0.19 -0.48  0.5093
16 O 5.95 -0.79 -1.79  -0.3316
17 O 6.83 0.77 -0.09  -0.3907
18 N 4.28 0.35 -0.21  -0.3560
19 S 4.02 1.90 -0.55  0.3149
20 O 4.71 2.40 -1.72  -0.3747
21 O 2.60 2.16 -0.45  -0.4095
22 P 4.90 2.93 1.19  0.2848
23 S 3.57 3.54 2.47  0.0427
24 H 3.60 -1.52 -3.00  0.0775
25 H 2.04 -1.80 -2.21  0.0783
26 H 2.28 -0.36 -3.22  0.0897
27 H 0.67 -3.33 -3.36  0.1128
28 H 0.68 -3.23 -5.12  0.1114
29 H 0.18 -0.58 -4.35  0.1097
30 H -0.93 -1.72 -5.04  0.0972
31 H -2.24 -1.60 -3.29  0.0410
32 H -1.03 -2.42 -2.35  0.0865
33 H -0.81 0.56 -2.75  0.0671
34 H -2.11 0.05 -1.72  0.0734
35 H 0.88 -0.03 -1.23  0.0934
36 H -0.41 0.52 -0.23  0.0778
37 H 0.22 -2.39 -0.79  0.0811
38 H -1.16 -1.85 0.14  0.0803
39 H 1.44 -0.67 0.99  0.1030
40 H 0.22 -1.42 2.00  0.0967
41 H 1.26 -3.49 1.93  0.0344
42 H 1.78 -3.30 0.26  0.0989
43 H 3.18 -2.40 2.76  0.1116
44 H 3.35 -1.42 1.31  0.0697
45 H 4.68 -3.93 2.01  0.1013
46 H 3.70 -4.21 0.60  0.1004
47 H 4.83 -2.69 -0.75  0.0948
48 H 6.06 -3.56 0.12  0.1067
49 H 5.36 -1.13 1.60  0.0869
50 H 6.94 -1.60 0.97  0.0962
51 H 5.77 1.97 1.70  -0.0554
52 H 5.70 3.96 0.66  -0.0390
53 Br -1.50 -6.01 -0.25  0.5989
54 C -2.85 -5.45 1.04  -0.6915
55 C -2.47 -4.17 1.72  -0.6762
56 Br -1.07 -4.42 3.05  0.6590
57 H -2.96 -6.27 1.74  0.0464
58 H -3.76 -5.32 0.47  0.0545
59 H -3.32 -3.76 2.27  0.0576
60 H -2.10 -3.43 1.02  0.0228
61 Br -3.31 0.15 1.91  0.6023
62 C -3.08 1.03 3.62  -0.6946
63 C -2.77 0.07 4.73  -0.7026
64 Br -4.35 -0.92 5.30  0.5852
65 H -3.98 1.60 3.81  0.0538
66 H -2.24 1.72 3.48  -0.0166
67 H -2.43 0.61 5.61  0.0464
68 H -2.03 -0.67 4.45  0.0477
69 Br -0.95 3.19 -1.44  0.6964
70 C 0.01 4.85 -1.66  -0.6727
71 C 1.05 5.01 -0.59  -0.6805
72 Br 0.23 5.43 1.13  0.5698
73 H -0.73 5.65 -1.64  0.0279
74 H 0.47 4.82 -2.64  0.0611
75 H 1.72 5.83 -0.81  0.0621
76 H 1.63 4.10 -0.43  0.0062
77 Br -4.72 -0.05 -3.53  0.6582
78 C -5.56 -1.31 -4.74  -0.6952
79 C -6.29 -2.39 -4.00  -0.7031
80 Br -5.07 -3.69 -3.23  0.6083
81 H -4.77 -1.70 -5.38  0.0499
82 H -6.25 -0.72 -5.35  0.0542
83 H -6.93 -2.96 -4.68  0.0539
84 H -6.89 -2.00 -3.19  0.0475
85 Br -4.02 6.09 -0.61  0.6036
86 C -4.93 4.88 -1.83  -0.6994
87 C -5.83 3.92 -1.10  -0.6954
88 Br -4.82 2.54 -0.20  0.5797
89 H -4.15 4.36 -2.38  0.0382
90 H -5.50 5.51 -2.50  0.0534
91 H -6.48 3.41 -1.81  0.0539
92 H -6.44 4.41 -0.35  0.0465
93 Br 1.28 3.06 8.05  0.5878
94 C 1.53 4.19 6.49  -0.6930
95 C 0.30 4.24 5.62  -0.6814
96 Br 0.09 2.61 4.59  0.6779
97 H 2.39 3.80 5.95  0.0454
98 H 1.76 5.18 6.88  0.0570
99 H 0.40 5.04 4.89  0.0561
100 H -0.61 4.38 6.20  0.0492

- LUMO energy (eV) = 1.56
- HOMO (Ha) = -0.21446
- HOMO-LUMO gap (eV) = 7.40
- net charge = -1

5.
The following is a quantum chemistry calculation of a molecular structure, C25H53ClP2Si2Zr at a distorted geometry, from the OMol25 dataset.

Last column: Löwdin charge in e.
Positions of all 84 atoms, in Å:
1 Zr 0.08 -0.01 0.27  1.2658
2 C -1.32 -0.03 2.27  -0.2018
3 C -1.63 1.16 1.52  -0.3850
4 C -2.30 0.70 0.32  -0.1764
5 Si -1.21 2.88 2.07  0.4951
6 C -2.30 -0.71 0.30  -0.1779
7 C -1.62 -1.19 1.49  -0.3868
8 Si -1.21 -2.93 2.00  0.4953
9 H -0.98 -0.04 3.31  0.1077
10 H -2.86 1.36 -0.35  0.1159
11 H -2.86 -1.35 -0.38  0.1170
12 Cl 2.58 0.03 -4.07  -0.4749
13 C -0.73 -2.97 3.80  -0.1673
14 C -2.70 -4.00 1.66  -0.1620
15 C -0.73 2.87 3.87  -0.1674
16 C -2.70 3.96 1.76  -0.1621
17 H -3.60 -3.43 1.91  0.0424
18 H -2.67 -4.88 2.31  0.0393
19 H -2.78 -4.33 0.62  0.0247
20 H -0.10 -2.12 4.07  0.0302
21 H -0.18 -3.90 4.01  0.0433
22 H -1.64 -2.96 4.42  0.0419
23 H -3.60 3.38 2.00  0.0424
24 H -2.77 4.32 0.73  0.0247
25 H -2.66 4.82 2.43  0.0393
26 H -1.63 2.85 4.49  0.0420
27 H -0.17 3.79 4.10  0.0432
28 H -0.10 2.01 4.12  0.0302
29 C 0.30 -3.52 1.01  -0.4076
30 C 0.30 3.49 1.09  -0.4077
31 P 0.52 -2.64 -0.58  0.9681
32 H 0.19 -4.60 0.83  0.0384
33 H 1.18 -3.35 1.63  0.0502
34 P 0.52 2.65 -0.53  0.9685
35 H 1.19 3.30 1.71  0.0500
36 H 0.19 4.57 0.94  0.0380
37 C 2.03 3.44 -1.25  -0.5135
38 C -0.89 3.41 -1.54  -0.5236
39 C -0.88 -3.37 -1.62  -0.5238
40 C 2.04 -3.41 -1.32  -0.5136
41 C 3.24 -2.47 -1.22  -0.1235
42 H 1.78 -3.51 -2.39  0.1116
43 C 2.41 -4.79 -0.77  -0.1170
44 H 2.65 -4.74 0.30  0.0754
45 H 3.32 -5.13 -1.29  0.0852
46 H 1.64 -5.55 -0.92  0.0564
47 H 3.16 -1.69 -1.97  0.0067
48 H 4.16 -3.03 -1.42  0.0828
49 H 3.33 -2.03 -0.21  0.0676
50 H -1.78 -3.18 -1.01  0.0660
51 C -0.78 -4.89 -1.84  -0.1121
52 C -1.04 -2.64 -2.96  -0.1154
53 H -0.79 -5.47 -0.91  0.0664
54 H 0.11 -5.15 -2.42  0.0765
55 H -1.66 -5.21 -2.42  0.0846
56 H -1.36 -1.60 -2.83  0.0664
57 H -1.81 -3.15 -3.55  0.0831
58 H -0.10 -2.63 -3.54  0.0829
59 H -1.79 3.20 -0.93  0.0659
60 C -1.05 2.71 -2.89  -0.1159
61 C -0.79 4.93 -1.72  -0.1122
62 H -0.79 5.48 -0.78  0.0664
63 H -1.67 5.26 -2.29  0.0846
64 H 0.10 5.21 -2.30  0.0765
65 H -1.37 1.67 -2.79  0.0666
66 H -0.11 2.71 -3.47  0.0826
67 H -1.81 3.24 -3.48  0.0830
68 C 3.24 2.50 -1.16  -0.1230
69 C 2.41 4.81 -0.66  -0.1168
70 H 1.78 3.56 -2.32  0.1118
71 H 2.64 4.74 0.41  0.0753
72 H 1.63 5.57 -0.80  0.0562
73 H 3.31 5.16 -1.17  0.0852
74 H 3.33 2.04 -0.17  0.0679
75 H 4.16 3.08 -1.35  0.0829
76 H 3.16 1.74 -1.93  0.0088
77 C 1.00 0.02 -1.69  -0.5240
78 H 2.07 0.03 -1.28  -0.0046
79 H 0.67 1.00 -2.26  -0.0344
80 H 0.67 -0.95 -2.27  -0.0399
81 C 1.80 -0.02 1.65  -0.2649
82 H 2.72 -0.01 1.03  -0.0099
83 H 1.82 -0.92 2.29  -0.0068
84 H 1.82 0.86 2.31  -0.0071

- LUMO energy (eV) = -0.39
- HOMO (Ha) = -0.22203
- HOMO-LUMO gap (eV) = 5.65